A cluster of 10 separate species, C9H38O10 in total in a non-equilibrium geometry. Source: the Open Molecules 2025 dataset; level of theory: wB97M-V/def2-TZVPD.

Summary:
Strongest force on any atom in eV/Å: 3.02
SMILES string: CC(C)O.CC(C)O.CC(C)O.O.O.O.O.O.O.O
LUMO in eV: 0.036
Highest occupied orbital energy in eV: -9.9649
E_tot in Eh: -1118.0101
M in g mol⁻¹: 306.4

Last column: natural (NBO) charge in e.
Cartesian coordinates (Å):
O 1.88424 1.36679 -0.16516  -0.95
H 0.95285 1.15853 -0.23848  0.48
H 2.20439 0.79297 0.53089  0.47
O 0.79490 3.73333 -4.46662  -0.93
H 1.21440 3.07297 -5.01814  0.46
H 0.26595 3.22895 -3.84852  0.47
O 2.19328 6.51306 0.84384  -0.93
H 2.04453 5.57325 0.94806  0.47
H 1.54486 6.92356 1.41592  0.46
O -0.08897 -0.32112 -3.66995  -0.95
H 0.41088 -1.09591 -3.41287  0.48
H 0.34751 -0.00560 -4.46125  0.47
O 4.95275 0.31135 2.33238  -0.94
H 5.26718 1.15338 2.00322  0.47
H 5.47582 0.15020 3.11766  0.47
O 4.82897 -0.80420 -2.57056  -0.94
H 4.50244 -1.69403 -2.43710  0.47
H 4.20119 -0.24672 -2.11084  0.47
O 4.86563 4.20531 -1.66295  -0.93
H 5.69689 4.17011 -1.18968  0.46
H 4.44725 3.36494 -1.47598  0.47
C -0.21689 -3.89218 -0.61236  -0.63
C 0.14743 -4.66583 -1.87468  0.09
C -1.08822 -4.92756 -2.67911  -0.63
O 1.07322 -3.80605 -2.60215  -0.75
H 0.65040 -3.75685 0.03386  0.22
H -0.96829 -4.35264 0.02911  0.22
H -0.77508 -2.97865 -0.81727  0.21
H 0.64994 -5.55468 -1.49321  0.17
H -0.79118 -5.22363 -3.68520  0.21
H -1.73413 -4.04957 -2.68444  0.22
H -1.57902 -5.78081 -2.21094  0.22
H 1.31046 -4.15919 -3.46274  0.47
C 1.18452 -1.48123 5.80636  -0.64
C 0.12894 -0.40395 5.34216  0.10
C -0.68715 -0.78996 4.12005  -0.62
O -0.80604 -0.40505 6.37574  -0.72
H 0.78738 -2.25782 6.46004  0.21
H 1.91506 -0.90695 6.37611  0.22
H 1.62397 -2.07784 5.00696  0.20
H 0.49939 0.57527 5.03886  0.18
H -0.00817 -0.78668 3.26736  0.20
H -1.40298 0.00772 3.92155  0.22
H -1.11469 -1.76874 4.33752  0.19
H -1.24506 -1.25749 6.42278  0.46
C -4.73356 2.81202 -2.14109  -0.64
C -4.41341 2.17347 -0.80898  0.10
C -5.29860 0.95634 -0.58442  -0.63
O -3.01945 1.77067 -0.77444  -0.74
H -4.50800 2.23703 -3.03920  0.21
H -4.11148 3.70695 -2.12596  0.22
H -5.72593 3.26182 -2.10971  0.22
H -4.46352 2.93532 -0.03105  0.18
H -4.81535 0.21916 0.05677  0.22
H -5.47623 0.44563 -1.53085  0.20
H -6.26884 1.27087 -0.19996  0.21
H -2.72666 1.36010 -1.59133  0.47

***

An isolated molecule of C9H3Cl9 in a non-equilibrium geometry. Source: the Open Molecules 2025 dataset; level of theory: wB97M-V/def2-TZVPD.

Summary:
Strongest force on any atom in eV/Å: 2.30
SMILES string: ClC(Cl)(Cl)c1cc(C(Cl)(Cl)Cl)cc(C(Cl)(Cl)Cl)c1
LUMO in eV: -0.225
Highest occupied orbital energy in eV: -9.9975
E_tot in Eh: -4486.4770
M in g mol⁻¹: 430.2

Last column: natural (NBO) charge in e.
Cartesian coordinates (Å):
Cl -1.47011 -3.29622 1.81081  0.02
Cl 0.33108 -3.85209 -0.33879  0.02
Cl 1.41999 -2.89167 2.15518  0.04
Cl 3.40804 0.06160 -1.87595  0.01
Cl 1.13225 -0.22872 -3.66121  0.05
Cl 1.82293 2.41260 -2.66549  0.04
Cl -2.60251 2.91070 -0.04755  0.02
Cl -0.73485 3.08727 2.22105  0.03
Cl -3.13671 1.40605 2.29684  0.04
C 0.80704 -0.89907 -0.56551  -0.08
C -0.84725 -0.33546 1.07524  -0.16
C -0.07788 1.38356 -0.50835  -0.14
C 0.00094 -1.30737 0.52395  -0.14
C 0.80232 0.42672 -1.09632  -0.14
C -0.93364 0.96796 0.56378  -0.12
C 0.06125 -2.72744 1.03137  -0.08
C 1.74184 0.67257 -2.27327  -0.08
C -1.79711 2.00763 1.26501  -0.08
H 1.50639 -1.62513 -1.01511  0.24
H -1.45015 -0.61353 1.93940  0.25
H 0.01614 2.44002 -0.83506  0.26

***

A cluster of 11 separate species, C9H40O11 in total in a non-equilibrium geometry. Source: the Open Molecules 2025 dataset; level of theory: wB97M-V/def2-TZVPD.

Summary:
Strongest force on any atom in eV/Å: 3.12
SMILES string: CC(C)O.CC(C)O.CC(C)O.O.O.O.O.O.O.O.O
LUMO in eV: -0.403
Highest occupied orbital energy in eV: -10.1840
E_tot in Eh: -1194.4504
M in g mol⁻¹: 324.4

Last column: natural (NBO) charge in e.
Cartesian coordinates (Å):
O 2.73386 4.92147 -2.74279  -0.94
H 2.16475 5.28025 -2.06188  0.47
H 2.14604 4.41843 -3.30640  0.47
O 0.74610 1.06130 0.07697  -0.94
H -0.10436 1.37761 0.38175  0.47
H 0.91848 0.28508 0.60988  0.47
O 2.82291 -3.25003 3.54812  -0.94
H 2.15500 -3.55468 2.93387  0.47
H 2.32824 -2.82917 4.25126  0.46
O -3.76614 -0.37916 1.83540  -0.94
H -4.64522 -0.36950 2.21401  0.47
H -3.88438 -0.04665 0.94563  0.47
O -1.16899 1.74174 5.47538  -0.94
H -0.37233 1.37674 5.86052  0.47
H -1.42791 1.10405 4.81015  0.47
O 5.81344 2.76908 1.81080  -0.94
H 5.06513 3.19410 2.22987  0.47
H 5.43534 2.02507 1.34206  0.47
O 0.52579 1.38004 -4.47322  -0.94
H 0.55697 0.52999 -4.91217  0.47
H 0.69637 1.18114 -3.55258  0.47
O 1.78203 4.63700 3.73515  -0.94
H 1.75044 5.47928 4.18881  0.47
H 1.07915 4.12348 4.13326  0.47
C 1.58308 -4.36207 -3.90379  -0.63
C 1.84811 -4.35191 -5.42706  0.09
C 1.16123 -5.50443 -6.15440  -0.63
O 1.36146 -3.13769 -5.90504  -0.71
H 1.94494 -5.30371 -3.49090  0.21
H 0.52723 -4.25070 -3.65703  0.20
H 2.02741 -3.47398 -3.45438  0.22
H 2.91582 -4.37676 -5.64498  0.18
H 1.04545 -6.43317 -5.59571  0.21
H 1.69080 -5.80233 -7.05934  0.22
H 0.15535 -5.17195 -6.41081  0.19
H 0.40800 -3.22049 -5.98028  0.46
C -2.04725 8.89265 -0.82812  -0.64
C -1.62893 7.63192 -0.06252  0.10
C -2.20294 6.37242 -0.82072  -0.63
O -0.21277 7.47133 -0.17351  -0.72
H -3.12201 8.87086 -1.00844  0.21
H -1.74154 8.92863 -1.87376  0.22
H -1.71051 9.85334 -0.43851  0.22
H -1.98040 7.63015 0.96926  0.16
H -3.27183 6.43337 -1.02531  0.20
H -2.04546 5.52919 -0.14821  0.19
H -1.67411 6.17434 -1.75303  0.22
H -0.00256 6.80265 0.48243  0.46
C -0.71579 -6.95385 3.04207  -0.63
C -1.77998 -5.87938 2.87091  0.09
C -2.29790 -5.55904 4.29513  -0.65
O -0.97926 -4.81063 2.34370  -0.73
H -1.11417 -7.95758 3.19012  0.21
H 0.11435 -6.69422 3.69901  0.22
H -0.18004 -7.07955 2.10118  0.21
H -2.57046 -6.24292 2.21435  0.17
H -1.66768 -4.79897 4.75688  0.22
H -2.33258 -6.38765 5.00245  0.22
H -3.34642 -5.28408 4.18077  0.20
H -1.50938 -4.01034 2.33372  0.47